No. 1
Below is 2 unconnected molecules or ions with the total composition CH4BrNO, with properties calculated with ωB97M-V with the def2-TZVPD basis set.

Properties
**Total charge**: 0
**Electronic energy**: -74675.5643 eV
**Gap between HOMO and LUMO (spin up / spin down)**: 6.7 / 6.7 eV
**Energy above the lowest of the compared OMol25 structures with the same formula, charge and spin**: 4.1582 eV
**E_HOMO (spin up / spin down)**: -9.2 / -9.2 eV

XYZ file:
```
8
Properties=species:S:1:pos:R:3:forces:R:3:nbo_charge:R:1
C 1.102 0.148 -0.201 0.3 -1.1 -2.1 -0.19
N -2.030 0.347 -0.016 1.2 2.4 0.7 -0.66
O 0.397 1.124 0.247 -1.0 0.5 -0.4 -0.51
Br -1.742 -1.331 0.035 0.9 -1.9 -0.1 0.50
H 0.360 -0.790 -0.040 0.2 -0.4 -0.9 0.16
H 1.823 -0.300 0.461 0.8 0.0 0.9 0.19
H 1.593 0.146 -1.313 -1.5 0.2 2.2 0.15
H -1.503 0.657 0.826 -0.8 0.4 -0.2 0.37
```
Positions in Å, forces in eV/Å.

No. 2
Below is a gas-phase ion, C15H20N3O3S (charge -1), with properties calculated with ωB97M-V with the def2-TZVPD basis set.

Properties
**Total charge**: -1
**Electronic energy**: -37331.0060 eV
**Gap between HOMO and LUMO**: 7.1 eV
**SMILES**: CNC(=O)[C@H](C[S-])NC(=O)[C@@H](Cc1ccccc1)NC(C)=O
**Energy above the lowest of the compared OMol25 structures with the same formula, charge and spin**: 0.0000 eV
**E_HOMO**: -4.1 eV

XYZ file:
```
42
Properties=species:S:1:pos:R:3:forces:R:3:nbo_charge:R:1
C -2.359 1.949 -1.511 0.8 -1.1 0.1 -0.41
N -1.191 1.066 -1.320 -0.2 0.4 -0.6 -0.65
C -0.202 0.860 -2.238 -0.4 1.0 -0.1 0.67
O -0.102 1.485 -3.292 -0.3 -0.3 0.3 -0.65
C 0.825 -0.187 -1.818 0.7 0.7 -0.1 -0.15
C 0.239 -1.580 -1.712 0.0 -0.3 0.9 -0.50
S -0.550 -1.787 -0.067 -0.6 -1.0 0.2 -0.63
N 1.403 0.112 -0.522 0.9 0.4 0.8 -0.66
C 2.317 1.045 -0.178 0.0 0.1 -0.9 0.67
O 2.840 1.814 -0.983 -0.1 0.0 0.4 -0.66
C 2.713 1.166 1.316 -1.4 -0.9 0.1 -0.12
C 2.126 2.460 1.957 -0.9 -0.1 -0.4 -0.44
C 0.597 2.566 2.111 0.5 -0.5 -0.2 0.09
C -0.150 3.323 1.213 -1.0 -0.3 1.1 -0.24
C -1.543 3.448 1.432 0.1 -0.5 0.2 -0.21
C -2.211 2.760 2.452 1.6 -0.2 0.8 -0.23
C -1.427 1.987 3.370 0.0 1.2 -2.1 -0.19
C -0.058 1.905 3.171 0.2 0.3 -0.2 -0.25
N 2.298 -0.071 2.043 0.3 1.3 -0.5 -0.62
C 3.006 -0.692 2.994 0.8 0.3 0.1 0.68
C 2.312 -1.891 3.600 -0.4 0.9 0.6 -0.71
O 4.125 -0.313 3.327 -0.2 -0.2 0.2 -0.66
H -2.890 1.660 -2.428 -0.1 0.1 0.3 0.19
H -2.991 1.874 -0.602 0.3 0.0 -0.7 0.20
H -2.004 2.959 -1.627 0.0 0.5 -0.1 0.20
H -1.232 0.359 -0.604 -0.1 -0.4 0.5 0.43
H 1.618 -0.237 -2.565 -0.1 0.5 -0.2 0.22
H -0.497 -1.730 -2.495 0.1 -0.2 -0.2 0.21
H 1.106 -2.250 -1.813 -0.5 -0.2 -0.1 0.20
H 1.015 -0.544 0.171 -0.1 0.2 -0.1 0.41
H 3.790 1.296 1.351 0.1 -0.4 0.1 0.25
H 2.559 2.536 2.947 0.3 0.1 0.2 0.22
H 2.450 3.301 1.330 0.1 -0.2 0.2 0.23
H 0.342 3.827 0.401 0.0 0.1 -0.2 0.22
H -2.152 4.069 0.795 0.1 0.1 -0.3 0.21
H -3.280 2.892 2.594 0.2 -0.1 -0.1 0.21
H -1.852 1.474 4.187 -0.6 -0.5 0.8 0.20
H 0.550 1.344 3.875 -0.1 0.0 -0.1 0.21
H 1.400 -0.465 1.861 -0.6 0.0 -0.2 0.41
H 3.054 -2.565 3.949 0.7 -0.4 0.8 0.23
H 1.622 -1.551 4.412 0.6 -0.4 -0.5 0.22
H 1.764 -2.438 2.870 -0.8 -0.2 -0.7 0.24
```
Positions in Å, forces in eV/Å.

No. 3
Below is 3 unconnected molecules or ions with the total composition C26H54F3O13P3S, with properties calculated with ωB97M-V with the def2-TZVPD basis set.

Properties
**Total charge**: 0
**Electronic energy**: -101310.9261 eV
**Gap between HOMO and LUMO**: 8.8 eV
**SMILES**: CCP(C)[C@]1(S)OC(=O)O[C@]1(COC(F)(F)F)OC[C@@H](C)C(C)C.CCOP(=O)(OCC)OCC.CCOP(=O)(OCC)OCC
**E_HOMO**: -8.6 eV

XYZ file:
```
100
Properties=species:S:1:pos:R:3:forces:R:3:mulliken_charge:R:1
C -0.795 0.116 5.341 -0.1 -0.3 -0.3 -1.31
C -1.094 0.918 4.072 -0.1 0.3 -0.3 -0.34
P 0.433 1.315 3.110 1.1 -0.9 0.0 -0.27
C 1.243 2.829 3.818 -0.6 0.1 -0.5 -0.82
C -0.186 1.793 1.398 -0.2 -0.2 0.8 0.95
S -2.000 2.208 1.322 -0.6 0.5 0.2 -0.11
O 0.032 0.651 0.571 -0.9 0.2 -0.7 -0.11
C -0.259 1.163 -0.698 0.2 -0.6 0.6 0.32
O -0.899 0.589 -1.523 1.0 0.7 0.3 -0.48
O 0.303 2.390 -0.742 -0.3 0.0 -0.8 -0.44
C 0.551 2.897 0.598 -0.1 0.7 -1.1 0.42
C -0.100 4.298 0.642 0.1 -0.4 0.5 -1.91
O 0.870 5.293 0.293 -0.4 -0.1 -0.3 -0.29
C 0.466 6.557 0.518 0.0 0.2 0.5 0.91
F -0.867 6.702 0.645 0.0 -0.2 -0.1 -0.28
F 0.847 7.361 -0.467 0.3 -0.1 0.1 -0.26
F 1.007 6.997 1.672 0.0 0.2 -0.2 -0.28
O 1.901 3.072 0.822 -0.4 -0.7 -0.3 0.40
C 2.783 2.235 0.058 0.7 -1.0 0.7 -0.68
C 4.140 2.227 0.768 -0.2 0.6 -0.5 0.58
C 5.028 1.203 0.037 -0.2 0.8 0.6 -1.35
C 4.819 3.623 0.792 -0.1 0.3 -0.4 0.60
C 4.556 4.425 -0.501 0.0 -0.7 0.3 -1.42
C 4.454 4.448 2.029 0.2 0.0 -0.2 -1.19
H -1.747 -0.158 5.800 0.1 0.2 0.3 0.40
H -0.147 0.621 6.056 -0.1 0.1 0.0 0.33
H -0.327 -0.835 5.071 0.2 0.1 0.0 0.34
H -1.735 1.788 4.242 0.1 0.0 0.2 0.43
H -1.675 0.268 3.411 0.1 0.1 -0.1 0.32
H 0.979 2.930 4.871 -0.1 0.1 -0.1 0.52
H 2.324 2.756 3.717 -0.1 -0.2 0.0 0.20
H 0.944 3.708 3.245 0.0 0.2 0.4 0.11
H -2.567 1.089 0.827 0.6 -0.1 0.1 0.05
H -0.456 4.462 1.663 -0.1 0.2 -0.1 0.54
H -0.914 4.339 -0.073 -0.1 -0.1 0.2 0.59
H 2.443 1.194 0.064 -0.2 0.1 0.1 0.02
H 2.857 2.522 -0.992 -0.1 0.4 0.1 0.31
H 3.936 1.946 1.807 0.2 -0.3 -0.1 0.20
H 5.938 1.044 0.617 -0.1 -0.3 0.0 0.49
H 5.336 1.647 -0.912 -0.1 -0.3 -0.1 0.27
H 4.472 0.277 -0.106 0.3 -0.1 -0.2 0.13
H 5.900 3.431 0.793 0.0 0.1 0.3 0.42
H 3.515 4.752 -0.546 0.1 0.1 -0.1 0.10
H 4.765 3.758 -1.342 -0.1 0.3 -0.2 0.31
H 5.215 5.291 -0.566 0.0 0.0 0.0 0.52
H 4.874 5.454 1.947 0.2 -0.1 0.1 0.45
H 4.866 3.957 2.914 -0.2 0.2 0.1 0.34
H 3.375 4.585 2.127 0.0 -0.2 0.0 -0.02
C -8.816 -3.507 -0.944 0.0 0.1 0.1 -0.97
C -7.652 -3.454 -1.919 0.0 -0.3 0.1 -0.37
O -7.097 -2.141 -2.065 -0.1 0.1 0.9 -0.29
P -6.372 -1.483 -0.746 0.9 3.2 -5.5 1.11
O -5.080 -2.229 -0.667 -1.6 -1.1 3.0 -0.82
O -5.784 -0.044 -1.271 -0.6 -0.2 0.4 -0.33
C -4.388 0.194 -1.437 0.4 0.0 -0.2 -0.24
C -3.879 -0.291 -2.777 -0.1 -0.1 -0.4 -1.11
O -7.731 -0.786 -0.154 1.1 -1.9 1.3 -0.35
C -8.198 0.516 -0.559 0.0 0.8 0.1 -0.20
C -8.471 0.692 -2.038 -0.1 -0.4 -0.3 -1.00
H -8.502 -3.240 0.068 0.0 -0.1 0.0 0.28
H -9.237 -4.513 -0.905 0.0 0.0 -0.1 0.40
H -9.597 -2.805 -1.234 0.0 0.0 0.0 0.22
H -6.862 -4.140 -1.599 0.0 0.0 -0.1 0.31
H -7.984 -3.767 -2.908 0.1 0.1 -0.1 0.31
H -3.822 -0.239 -0.612 -0.1 -0.2 -0.1 0.25
H -4.243 1.276 -1.372 -0.2 0.0 0.0 0.40
H -4.212 -1.299 -3.023 0.0 -0.1 0.3 0.31
H -2.791 -0.281 -2.804 0.0 0.1 0.0 0.27
H -4.253 0.347 -3.581 0.0 0.1 0.1 0.33
H -7.506 1.272 -0.192 0.1 -0.1 -0.1 0.27
H -9.133 0.670 -0.018 0.0 -0.3 0.1 0.36
H -7.630 0.441 -2.677 0.2 0.0 0.2 0.24
H -8.728 1.734 -2.237 -0.1 0.0 0.2 0.37
H -9.301 0.057 -2.353 -0.1 0.1 0.0 0.29
C 6.347 -5.621 -2.440 0.0 0.1 0.2 -0.99
C 5.097 -5.111 -3.137 0.2 0.0 -0.2 -0.35
O 4.069 -4.706 -2.225 0.6 0.4 0.5 -0.31
P 4.386 -3.411 -1.265 -6.1 -2.0 0.1 1.21
O 4.272 -2.259 -2.209 3.5 0.1 0.9 -0.85
O 3.000 -3.169 -0.424 0.6 -0.3 0.2 -0.38
C 2.150 -2.048 -0.663 -0.4 0.2 -0.2 0.14
C 1.192 -2.292 -1.811 -0.2 -0.3 -0.2 -1.09
O 5.050 -4.282 -0.047 1.4 1.6 -1.3 -0.40
C 4.277 -4.888 1.009 -0.4 0.1 0.8 -0.23
C 3.212 -5.871 0.571 0.1 -0.3 -0.4 -1.01
H 6.819 -4.837 -1.842 0.0 0.0 -0.1 0.30
H 7.080 -5.965 -3.171 -0.1 0.0 -0.1 0.40
H 6.108 -6.440 -1.763 0.0 0.0 0.0 0.22
H 5.347 -4.269 -3.789 -0.1 0.0 0.0 0.30
H 4.674 -5.899 -3.758 -0.2 0.0 0.1 0.32
H 2.740 -1.144 -0.813 0.1 -0.1 -0.2 -0.24
H 1.575 -1.886 0.252 0.1 -0.2 0.1 0.49
H 1.675 -2.708 -2.695 0.3 0.2 0.1 0.34
H 0.696 -1.366 -2.104 -0.1 0.0 0.1 0.21
H 0.429 -3.018 -1.525 -0.1 0.1 0.1 0.32
H 3.857 -4.104 1.636 -0.1 0.1 -0.2 0.27
H 5.001 -5.420 1.629 0.2 0.1 -0.2 0.37
H 2.508 -5.470 -0.151 0.0 0.2 0.1 0.24
H 2.636 -6.192 1.441 0.2 0.0 0.1 0.37
H 3.668 -6.748 0.107 0.0 0.0 0.1 0.29
```
Positions in Å, forces in eV/Å.

No. 4
Below is a molecular structure, C44H55BClKN11OS4, with properties calculated with ωB97M-V with the def2-TZVPD basis set.

Properties
**Total charge**: -2
**Electronic energy**: -137827.2183 eV
**<S²>**: 1.80
**2S+1**: 2
**Gap between HOMO and LUMO (spin up / spin down)**: 3.8 / 5.4 eV
**Energy above the lowest of the compared OMol25 structures with the same formula, charge and spin**: 0.0000 eV
**E_HOMO (spin up / spin down)**: 0.0 / -1.6 eV

XYZ file:
```
118
Properties=species:S:1:pos:R:3:forces:R:3:lowdin_spin:R:1
K 1.036 1.409 0.838 0.3 -0.6 -0.6 0.00
C 1.991 0.124 -5.015 -0.1 -0.1 -0.1 0.00
C 0.813 -0.674 -4.568 -0.4 0.1 -0.6 0.00
C -0.284 -0.835 -5.366 0.3 0.0 0.4 0.00
C -1.403 -1.510 -4.836 0.2 0.0 0.1 0.00
N -1.373 -1.999 -3.630 -0.7 -0.1 -0.3 0.00
N -0.320 -1.891 -2.856 0.6 0.7 -0.6 0.01
B -0.653 -2.135 -1.354 0.1 -0.4 0.0 0.01
N -1.926 -2.956 -1.163 -0.7 0.5 0.7 0.21
N -2.095 -4.206 -1.643 0.5 -0.5 -0.5 0.18
C -3.035 -4.966 -1.142 -0.3 0.2 0.3 0.01
C -3.879 -4.559 -0.095 0.0 -0.1 -0.1 0.21
C -3.749 -3.251 0.387 0.5 0.5 -0.3 0.06
C -4.593 -2.690 1.486 0.1 0.0 -0.1 0.00
C -2.781 -2.471 -0.195 -0.6 -0.6 0.0 0.13
S -2.589 -0.789 0.124 0.5 0.4 0.1 -0.02
C -3.130 -6.351 -1.766 0.1 -0.2 -0.2 -0.01
C -4.361 -7.125 -1.288 0.2 0.2 -0.1 0.00
C -3.203 -6.206 -3.288 0.0 0.0 0.2 0.00
C -1.855 -7.120 -1.401 -0.1 0.1 0.0 0.00
N 0.520 -2.917 -0.775 0.6 -0.8 0.7 -0.26
N 1.044 -3.709 -1.743 -0.2 -0.2 -0.4 -0.14
C 2.107 -4.416 -1.548 -0.1 0.1 0.3 -0.03
C 2.722 -4.491 -0.282 0.0 0.2 0.1 -0.23
C 1.988 -3.980 0.800 0.1 0.2 -0.1 -0.04
C 2.445 -4.310 2.194 -0.1 0.0 -0.1 0.00
C 0.874 -3.201 0.545 -0.2 -0.2 0.2 -0.14
S -0.351 -2.894 1.793 -0.2 0.0 -0.2 -0.03
C 2.596 -5.184 -2.765 -0.1 -0.1 -0.2 0.00
C 2.495 -6.683 -2.472 0.1 0.2 0.0 0.00
C 1.727 -4.833 -3.973 0.1 -0.1 0.1 0.00
C 4.048 -4.808 -3.076 -0.1 0.0 0.1 0.00
C 0.807 -1.218 -3.247 0.2 -0.5 0.1 0.00
S 2.179 -1.078 -2.300 0.6 0.4 0.4 -0.01
C -2.751 -1.638 -5.521 -0.3 0.0 -0.1 0.00
C -3.782 -1.064 -4.540 0.0 -0.1 -0.1 0.00
C -2.817 -0.859 -6.833 0.1 -0.1 0.2 0.00
C -3.066 -3.118 -5.768 0.0 0.2 0.0 0.00
H 1.911 0.372 -6.073 0.0 0.0 -0.1 0.00
H 2.912 -0.422 -4.816 0.0 0.0 0.0 0.00
H 2.034 1.041 -4.426 0.1 0.1 0.0 0.00
H -0.301 -0.418 -6.362 0.0 0.1 -0.1 0.00
H -4.631 -5.207 0.318 -0.1 -0.1 0.0 0.02
H -5.294 -3.439 1.848 -0.1 0.0 0.1 0.00
H -5.141 -1.811 1.147 -0.1 0.0 0.0 0.00
H -3.938 -2.370 2.298 -0.1 0.0 0.2 0.00
H -5.269 -6.575 -1.527 -0.1 0.0 0.0 0.00
H -4.323 -7.304 -0.215 -0.1 0.0 0.1 0.00
H -4.404 -8.090 -1.792 0.0 -0.1 0.0 0.00
H -4.118 -5.691 -3.573 -0.1 0.1 -0.1 0.00
H -3.197 -7.184 -3.770 0.0 -0.1 0.0 0.00
H -2.352 -5.626 -3.631 0.1 0.0 -0.1 0.00
H -1.790 -7.268 -0.325 0.0 0.0 0.1 0.00
H -0.989 -6.542 -1.717 0.1 0.0 0.0 0.00
H -1.848 -8.093 -1.894 0.0 -0.1 0.0 0.00
H 3.661 -4.997 -0.120 0.1 -0.1 0.0 -0.02
H 2.733 -5.360 2.250 0.0 0.0 0.0 0.00
H 1.653 -4.125 2.915 0.0 0.0 0.1 0.00
H 3.313 -3.705 2.467 0.0 0.0 0.0 0.00
H 1.458 -6.961 -2.300 -0.1 -0.1 0.0 0.00
H 3.072 -6.934 -1.585 0.1 -0.1 0.1 0.00
H 2.879 -7.263 -3.309 0.0 -0.1 -0.1 0.00
H 0.681 -5.012 -3.751 -0.2 0.0 0.0 0.00
H 2.016 -5.422 -4.843 0.1 -0.1 -0.1 0.00
H 1.831 -3.778 -4.204 0.0 0.2 -0.1 0.00
H 4.725 -5.196 -2.320 0.2 0.0 0.2 0.00
H 4.151 -3.727 -3.110 0.0 0.2 0.0 0.00
H 4.350 -5.220 -4.038 0.0 -0.1 -0.1 0.00
H -3.531 -0.032 -4.301 0.0 0.1 0.1 0.00
H -3.749 -1.639 -3.619 -0.1 0.0 0.1 0.00
H -4.792 -1.095 -4.948 -0.1 0.0 -0.1 0.00
H -2.553 0.184 -6.676 0.0 0.2 0.0 0.00
H -3.832 -0.894 -7.225 -0.1 0.0 0.0 0.00
H -2.152 -1.278 -7.587 0.1 0.0 -0.1 0.00
H -2.980 -3.658 -4.831 0.0 -0.1 0.1 0.00
H -2.376 -3.555 -6.489 0.1 -0.1 -0.1 0.00
H -4.082 -3.222 -6.149 -0.1 0.0 -0.1 0.00
Cl 2.290 2.459 3.008 0.5 0.3 0.6 0.00
S -0.770 0.770 -1.544 -0.3 -0.7 0.6 0.10
C -1.110 -0.676 -0.818 -0.9 1.1 -0.8 0.01
C 1.594 -1.133 2.791 0.1 0.5 0.1 -0.01
C 0.179 -1.581 2.898 0.0 -0.5 -0.1 -0.01
O -0.621 -1.229 3.727 0.1 0.1 -0.1 -0.01
H 1.661 -0.066 3.013 0.1 0.1 0.1 0.00
H 2.006 -1.365 1.812 0.1 0.0 0.0 0.00
H 2.179 -1.647 3.556 0.0 -0.1 0.0 0.00
N -1.488 4.453 2.705 0.1 0.2 0.0 0.00
C -2.400 3.546 3.164 -0.4 -0.3 0.2 0.00
C -2.145 2.392 2.484 -0.4 0.1 0.3 0.00
N -1.106 2.580 1.632 -0.1 0.0 -0.3 0.00
C -0.732 3.818 1.786 0.1 0.3 0.0 0.00
H -1.397 5.410 2.999 0.0 -0.1 -0.1 0.00
H -3.123 3.790 3.915 -0.1 0.0 0.1 0.00
H -2.637 1.442 2.549 -0.1 -0.1 0.1 0.00
H 0.077 4.286 1.268 0.3 0.2 -0.1 0.00
C 2.440 4.159 -2.920 0.0 0.1 0.1 0.01
C 2.223 3.109 -2.038 0.5 -0.1 -0.2 0.10
N 1.113 3.009 -1.313 0.1 -0.1 0.0 0.00
C 0.178 3.918 -1.459 -0.3 0.3 0.0 0.06
C 0.297 5.064 -2.273 0.1 0.4 0.0 0.05
C 1.491 5.153 -3.018 0.0 -0.1 0.0 0.08
C -0.622 6.156 -2.229 0.6 0.0 -0.4 0.18
C -1.953 6.180 -1.887 -0.6 -0.1 0.3 0.13
C -2.923 5.145 -1.885 0.4 0.6 -0.1 0.10
C -2.795 3.891 -2.535 -0.1 -0.2 -0.1 0.06
C -3.920 3.121 -2.658 0.2 0.1 0.0 0.02
N -5.110 3.466 -2.136 -0.3 -0.6 0.0 0.10
C -5.103 4.612 -1.472 -0.3 0.2 0.0 0.01
N -4.129 5.474 -1.337 -0.2 0.1 0.3 0.08
H 3.351 4.207 -3.500 0.1 0.0 0.0 0.00
H 2.946 2.317 -1.911 0.2 -0.1 0.0 0.01
H -0.718 3.777 -0.875 -0.2 0.0 0.1 0.00
H 1.643 6.002 -3.675 0.0 0.0 0.0 0.01
H -0.166 7.122 -2.444 0.0 0.0 -0.1 0.01
H -2.382 7.152 -1.661 0.0 0.0 0.1 0.00
H -1.858 3.578 -2.968 0.0 0.0 -0.1 0.01
H -3.907 2.184 -3.203 0.1 -0.1 0.0 0.00
H -6.047 4.885 -1.001 0.0 0.0 0.0 0.00
```
Positions in Å, forces in eV/Å.

| no. | maximum force (eV/Å) |
| --- | --- |
| 1 | 2.74 |
| 2 | 2.39 |
| 3 | 6.43 |
| 4 | 1.59 |